Below is C14H11HgN3O2S as an isolated structure, with properties calculated with the ωB97M-V functional and the def2-TZVPD basis.

Values from the calculation:
**Total charge**: -1
**E**: -1406.46706 hartree
**Energy relative to the best compared isomer or geometry (same formula, charge and spin)**: 1.1842 eV
**Multiplicity**: 2
**Maximum force**: 1.55 eV/A

Element x y z (Å)
1 Hg 0.7301 0.4481 1.3572
2 S -0.9216 -0.4755 -3.0910
3 C 0.2526 -1.7592 -2.9441
4 C 0.4908 -2.7895 -3.8232
5 C 1.5080 -3.6901 -3.5290
6 C 2.2434 -3.5551 -2.3573
7 C 1.9885 -2.5414 -1.4575
8 C 0.9821 -1.6069 -1.7379
9 N 0.6337 -0.5469 -0.9876
10 C -0.3580 0.1769 -1.5249
11 C -0.9579 1.3135 -0.9493
12 C -2.0190 1.9883 -1.6036
13 C -2.6275 3.0845 -1.0546
14 C -2.1954 3.5897 0.1702
15 C -1.1618 2.9430 0.8480
16 C -0.5403 1.8359 0.3127
17 H -0.1026 -2.8897 -4.7199
18 H 1.7211 -4.5013 -4.2117
19 H 3.0385 -4.2612 -2.1512
20 H 2.5464 -2.4587 -0.5362
21 H -2.3646 1.5818 -2.5425
22 H -3.4581 3.5543 -1.5673
23 H -2.6789 4.4496 0.6110
24 H -0.8479 3.3485 1.8054
25 N 1.3140 1.2470 4.0714
26 N 0.6976 0.2551 4.8697
27 C -0.2122 -0.6990 4.2925
28 O -0.9426 -1.2426 5.1044
29 O -0.1378 -0.9074 3.0581
30 H 2.2408 1.4390 4.4478
31 H 0.7745 2.1166 4.0556
32 H 0.3644 0.5526 5.7847

Cartesian forces (eV/Å) of the 6 atoms listed first:
Hg -1.273 0.206 0.508
S 0.149 0.049 0.242
C -0.087 0.141 0.092
C 0.107 -0.028 0.055
C 0.005 -0.209 -0.190
C 0.118 -0.164 -0.067


Below is a 4-piece molecular cluster, C31H65Cl2N5O2 overall, with properties calculated with the ωB97M-V functional and the def2-TZVPD basis.

Values from the calculation:
**Total charge**: 0
**SMILES**: CC(=O)NCCCC[C@H]1C[C@H](/C(Cl)=C(/C)Cl)C(=O)N1.CCN(CC)CC.CCN(CC)CC.CCN(CC)CC
**E**: -2564.78995 hartree
**Maximum force**: 0.70 eV/A

Element x y z (Å)
1 C 3.0590 3.0047 0.5241
2 C 2.6053 1.5716 0.6760
3 O 2.2379 1.1332 1.7490
4 N 2.6904 0.7962 -0.4489
5 C 1.8700 -0.3951 -0.6109
6 C 0.7908 -0.3476 -1.7237
7 C 0.6337 0.9563 -2.5123
8 C -0.0057 2.1109 -1.7286
9 C -1.4584 1.8433 -1.3531
10 C -1.9735 2.3358 -0.0037
11 C -3.4473 1.8790 -0.1467
12 C -3.6160 0.4637 0.3357
13 Cl -3.5345 0.3658 2.0737
14 C -3.7935 -0.6836 -0.3264
15 C -3.9530 -2.0462 0.2861
16 Cl -3.8088 -0.6573 -2.0623
17 C -3.7044 2.2133 -1.6382
18 O -4.7780 2.4378 -2.1185
19 N -2.4604 2.3606 -2.3182
20 H 2.3709 3.5828 -0.0959
21 H 3.1079 3.4384 1.5237
22 H 4.0607 3.0414 0.0867
23 H 2.9291 1.3053 -1.2853
24 H 1.4107 -0.5953 0.3597
25 H 2.5280 -1.2494 -0.8033
26 H -0.1726 -0.6064 -1.2734
27 H 0.9984 -1.1516 -2.4369
28 H 0.0005 0.7470 -3.3839
29 H 1.6000 1.2638 -2.9319
30 H 0.5531 2.3092 -0.8098
31 H 0.0545 3.0280 -2.3289
32 H -1.6332 0.7634 -1.4012
33 H -1.9381 3.4313 -0.0193
34 H -1.4275 1.9162 0.8417
35 H -4.1154 2.5098 0.4480
36 H -3.7049 -2.8117 -0.4502
37 H -3.2849 -2.1649 1.1423
38 H -4.9863 -2.2023 0.6091
39 H -2.3546 3.3589 -2.4937
40 C 8.9551 1.5793 3.5116
41 C 8.4351 1.5583 2.0822
42 N 7.9411 0.2549 1.6777
43 C 7.7240 0.1358 0.2478
44 C 6.6417 1.0129 -0.3981
45 C 6.9083 -0.3176 2.5282
46 C 5.6250 0.4942 2.7332
47 H 9.6958 0.7930 3.6616
48 H 9.4257 2.5412 3.7186
49 H 8.1559 1.4432 4.2407
50 H 9.2565 1.8124 1.4064
51 H 7.6844 2.3575 1.9680
52 H 7.5080 -0.9133 0.0281
53 H 8.6788 0.3532 -0.2414
54 H 5.6365 0.6703 -0.1526
55 H 6.7432 0.9765 -1.4852
56 H 6.7347 2.0571 -0.0948
57 H 7.3496 -0.5198 3.5070
58 H 6.6559 -1.2998 2.1208
59 H 5.8320 1.5414 2.9606
60 H 5.0612 0.0860 3.5738
61 H 4.9635 0.4556 1.8699
62 C -1.2986 -2.7154 -7.7366
63 C -2.0774 -1.8910 -6.7223
64 N -1.8830 -0.4616 -6.8820
65 C -2.3637 0.3171 -5.7535
66 C -3.8650 0.3096 -5.4474
67 C -2.1861 0.0697 -8.2000
68 C -3.5967 -0.1579 -8.7591
69 H -0.2433 -2.4394 -7.7266
70 H -1.3810 -3.7751 -7.4919
71 H -1.6784 -2.5847 -8.7504
72 H -1.7287 -2.1495 -5.7183
73 H -3.1378 -2.1883 -6.7639
74 H -2.0335 1.3503 -5.8908
75 H -1.8336 -0.0460 -4.8657
76 H -4.4381 0.9011 -6.1605
77 H -4.0308 0.7526 -4.4635
78 H -4.2750 -0.7018 -5.4314
79 H -1.4669 -0.3516 -8.9068
80 H -1.9732 1.1413 -8.1762
81 H -3.9204 -1.1919 -8.6313
82 H -3.6055 0.0568 -9.8295
83 H -4.3378 0.4878 -8.2907
84 C -1.3959 -1.7329 5.2365
85 C -2.7652 -1.1827 5.6060
86 N -3.7560 -2.2188 5.8338
87 C -5.1180 -1.7183 5.8755
88 C -5.5041 -0.7601 7.0089
89 C -3.4054 -3.2118 6.8349
90 C -3.0797 -2.7203 8.2515
91 H -1.4743 -2.4222 4.3943
92 H -0.7326 -0.9162 4.9493
93 H -0.9257 -2.2586 6.0683
94 H -3.1247 -0.5718 4.7744
95 H -2.6541 -0.4981 6.4623
96 H -5.7909 -2.5801 5.8914
97 H -5.3021 -1.2134 4.9214
98 H -5.5965 -1.2721 7.9660
99 H -6.4719 -0.3050 6.7891
100 H -4.7803 0.0478 7.1214
101 H -2.5452 -3.7737 6.4633
102 H -4.2245 -3.9339 6.8798
103 H -2.3976 -1.8691 8.2371
104 H -2.5921 -3.5194 8.8132
105 H -3.9709 -2.4298 8.8059

Cartesian forces (eV/Å) of the 6 atoms listed first:
C 0.330 0.002 0.245
C 0.197 -0.143 0.267
O -0.304 -0.024 -0.066
N -0.370 0.419 -0.205
C 0.223 -0.481 0.141
C -0.042 -0.019 -0.043


Below is a 4-piece molecular cluster, C4H14O3 overall, with properties calculated with the ωB97M-V functional and the def2-TZVPD basis.

Values from the calculation:
**Total charge**: 0
**SMILES**: C=C(C)C.O.O.O
**E**: -386.48241 hartree
**Energy relative to the best compared isomer or geometry (same formula, charge and spin)**: 1.2073 eV
**Maximum force**: 1.47 eV/A

Element x y z (Å)
1 C 2.6822 -0.8097 0.4856
2 C 2.3424 0.1845 -0.5857
3 C 1.1065 0.6283 -0.7792
4 C 3.5026 0.6932 -1.3998
5 H 3.5268 -0.4069 1.0521
6 H 1.8324 -1.0628 1.1106
7 H 3.1077 -1.7092 0.0249
8 H 0.8884 1.4505 -1.4435
9 H 0.2734 0.1161 -0.3329
10 H 4.3216 -0.0412 -1.3358
11 H 3.3289 0.8252 -2.4612
12 H 3.9747 1.5954 -0.9773
13 H -2.4060 3.2331 3.6745
14 H -0.9540 2.7615 3.8671
15 O -1.8150 2.4873 3.5159
16 H -2.8265 0.3816 1.8004
17 H -2.0533 1.1519 0.7047
18 O -2.3780 0.2823 0.9506
19 H -2.8092 -3.5896 -3.0486
20 H -4.0910 -2.7355 -2.9583
21 O -3.7127 -3.5873 -2.7259

Cartesian forces (eV/Å) of the 6 atoms listed first:
C 0.581 -0.164 -0.739
C -0.186 0.453 -0.179
C 0.072 -0.271 -0.149
C 1.296 -0.293 0.629
H -0.261 0.052 0.362
H 0.056 0.010 0.129